Molecular formula: C28H61ClF6N8O6P
Method: DFT, the ωB97M-V functional and the def2-TZVPD basis

Results
Lowest unoccupied orbital energy (spin up / spin down) = -3.7 / -3.7 eV
Frontier orbital gap (spin up / spin down) = 3.0 / 7.5 eV
Expectation value of S² = 0.76
HOMO energy (spin up / spin down) = -6.71 / -11.17 eV
Total energy = -92325.0780 eV

ORCA input file:
```
! RIJCOSX wB97M-V def2-TZVPD def2/J DEFGRID3
* xyz 2 2
Cl 14.93803 -19.33470 8.43389
O 14.62129 -18.11090 7.73903
O 16.32468 -19.79954 8.67916
O 14.39491 -19.15376 9.77764
O 14.16480 -20.29407 7.79387
C 7.70797 -19.40939 8.57165
C 7.78560 -18.14573 9.41406
N 8.98121 -18.24225 10.25029
C 10.22793 -17.88277 9.82660
C 11.19236 -18.18571 10.75460
N 10.51850 -18.90977 11.71101
C 9.16269 -18.75876 11.46404
C 10.98547 -19.50516 12.95336
H 7.07264 -19.23174 7.70396
H 7.29903 -20.27789 9.08793
H 8.64255 -19.83304 8.20396
H 6.92451 -17.85932 10.01788
H 7.89633 -17.25727 8.79241
H 10.42897 -17.33605 8.91716
H 12.26700 -18.29283 10.76357
H 8.38945 -19.30199 11.98690
H 11.48318 -18.80798 13.62740
H 11.54937 -20.41321 12.73995
H 10.17212 -19.60028 13.67274
C 21.15197 -19.49888 1.41020
C 20.42826 -20.51216 2.32804
N 19.02516 -20.22229 2.61566
C 18.03001 -19.80515 1.74609
C 16.91408 -19.61235 2.52252
N 17.18598 -20.04141 3.82238
C 18.48260 -20.38623 3.89386
C 16.26833 -19.95061 4.93663
H 22.12013 -19.93473 1.16360
H 21.33538 -18.50388 1.81571
H 20.69632 -19.26806 0.44729
H 20.93978 -20.73790 3.26370
H 20.39047 -21.46427 1.79874
H 18.27869 -19.59848 0.71563
H 16.00182 -19.13746 2.19291
H 19.08506 -20.77358 4.70220
H 16.72881 -19.62847 5.87059
H 15.79588 -20.93082 5.00040
H 15.53981 -19.27228 4.49254
C 17.29790 -11.86988 7.51616
C 17.76074 -12.53376 6.19201
N 16.57686 -13.13841 5.64568
C 15.91829 -12.84482 4.47595
C 14.90484 -13.69247 4.14183
N 14.74687 -14.55930 5.20915
C 15.81475 -14.16235 6.08222
C 13.58864 -15.41982 5.43818
H 17.25833 -12.56778 8.35250
H 16.34814 -11.33505 7.52074
H 18.07416 -11.16070 7.80357
H 18.58109 -13.25123 6.17310
H 18.11868 -11.90215 5.37896
H 16.38641 -11.96569 4.05834
H 14.21590 -13.77608 3.31432
H 16.11158 -14.63263 7.00804
H 12.71741 -14.90769 5.02979
H 13.63846 -15.64311 6.50390
H 13.73870 -16.33152 4.85992
C 15.66869 -15.94025 10.20443
N 15.73116 -15.36160 11.69359
C 15.37410 -13.84801 11.77951
C 14.68105 -16.10950 12.47918
C 17.13908 -15.71040 12.26832
C 17.36075 -15.84519 13.81644
O 17.04088 -14.60172 14.44367
H 16.10166 -16.93827 10.13663
H 16.21710 -15.32069 9.49487
H 14.64299 -16.04037 9.84947
H 14.46649 -13.67734 11.20053
H 16.16585 -13.27253 11.29989
H 15.31872 -13.59232 12.83765
H 13.68473 -15.79256 12.17099
H 14.82137 -15.76473 13.50366
H 14.74417 -17.19692 12.51952
H 17.76100 -14.89667 11.89530
H 17.59759 -16.58072 11.79882
H 18.44334 -15.95350 13.88242
H 16.89066 -16.64398 14.39009
H 17.77767 -14.43934 15.03728
C 13.18692 -23.57773 9.24024
N 14.46854 -23.80474 10.08784
C 15.02399 -22.50935 10.58926
C 14.02668 -24.71450 11.28494
C 15.46217 -24.64037 9.19252
C 16.64616 -25.34411 9.96047
O 17.37695 -24.37800 10.75596
H 12.78740 -24.56839 9.02323
H 13.51406 -22.94560 8.41472
H 12.51007 -22.93321 9.80110
H 15.67965 -22.65336 11.44803
H 14.18765 -21.89819 10.92855
H 15.54646 -21.94775 9.81484
H 13.31675 -24.18874 11.92344
H 14.87859 -24.88981 11.94192
H 13.65133 -25.66064 10.89500
H 15.80536 -23.82696 8.55324
H 15.00876 -25.36629 8.51757
H 17.45895 -25.72893 9.34452
H 16.36574 -26.26472 10.47228
H 17.53704 -23.68707 10.10897
P 18.87892 -17.10635 7.05020
F 19.52076 -16.58591 5.60425
F 17.24882 -17.11439 6.55977
F 19.14936 -18.61302 6.49129
F 18.31736 -17.59215 8.50457
F 20.36959 -17.11124 7.62225
F 18.59507 -15.55725 7.47751
*
```

Molecular formula: H2N2O4S
Method: DFT, the ωB97M-V functional and the def2-TZVPD basis

Results
Lowest unoccupied orbital energy = -0.9 eV
Frontier orbital gap = 9.6 eV
HOMO energy = -10.53 eV
Energy above the lowest of the compared OMol25 structures with the same formula, charge and spin = 296.1 kJ/mol
Total energy = -22032.1224 eV

ORCA input file:
```
! RIJCOSX wB97M-V def2-TZVPD def2/J DEFGRID3
* xyz 0 1
N 1.23665 -0.33913 -1.55476
N -1.39021 -0.55117 1.03756
O -2.16945 0.30052 0.92075
O 0.67425 0.35720 1.02238
O -0.42275 1.41083 -0.90396
O -0.78263 -1.05219 -0.19963
S 0.20106 0.20686 -0.54845
H 1.30994 -1.37445 -1.12624
H 1.34314 1.04153 1.35235
*
```

Molecular formula: C25H43F3IrO3P2S
Method: DFT, the ωB97M-V functional and the def2-TZVPD basis

Results
Lowest unoccupied orbital energy (spin up / spin down) = -2.5 / -6.3 eV
Frontier orbital gap (spin up / spin down) = 6.9 / 4.4 eV
Expectation value of S² = 6.01
HOMO energy (spin up / spin down) = -9.37 / -10.74 eV
Total energy = -73157.2862 eV

ORCA input file:
```
! RIJCOSX wB97M-V def2-TZVPD def2/J DEFGRID3
* xyz 1 5
Ir 0.42217 0.38413 -1.20200
C 0.64614 0.00038 1.54315
C 1.70224 0.50779 0.69430
C -0.22011 1.77600 0.31455
C -0.52063 0.74291 1.27807
C 1.23107 1.74770 0.08784
C 0.74780 -1.16512 2.44001
H 1.76742 -1.57223 2.45478
H 0.04991 -1.97148 2.12898
H 0.44629 -0.91213 3.46207
C -1.87205 0.51035 1.81260
H -1.84885 -0.13510 2.69971
H -2.50354 0.00248 1.06638
H -2.36503 1.45613 2.06719
C -1.13405 2.88323 -0.06880
H -1.06686 3.73398 0.62132
H -2.16535 2.51796 -0.05643
H -0.88496 3.22463 -1.07657
C 2.07607 2.89155 -0.37188
H 2.41258 3.50621 0.47353
H 1.50772 3.53347 -1.05100
H 2.96280 2.50814 -0.88163
C 3.08859 -0.02276 0.61326
H 3.70749 0.36350 1.43267
H 3.54344 0.26354 -0.33945
H 3.07814 -1.11576 0.66670
C -0.97736 -1.20560 -1.50595
C 0.11711 -1.96260 -1.02932
C 1.25390 -2.54936 -1.79323
C 1.66568 -1.71021 -3.03418
C 1.59701 -0.21993 -2.82081
C 0.46743 0.61057 -3.21052
C -0.77052 -0.01044 -3.79144
C -1.38810 -1.15254 -2.95920
H 1.04847 -3.59943 -2.07859
H 1.06856 -2.00759 -3.90609
H 2.11644 -2.61452 -1.10706
H -1.20806 -2.14305 -3.41053
H -1.82449 -1.13327 -0.79652
H 0.02352 -2.29820 0.00978
H -2.47781 -0.98990 -2.94697
H -1.51918 0.78643 -3.93389
H 0.70471 1.62975 -3.55863
H -0.50180 -0.37564 -4.85230
H 2.70709 -1.95739 -3.30455
H 2.56865 0.28847 -2.79111
P -0.68126 -1.60085 -6.17803
P -0.62330 1.63224 -6.54559
C -0.79327 -0.90429 -7.86877
C -1.35012 0.53808 -7.87772
H -1.43938 -1.57480 -8.46665
H 0.22167 -0.92659 -8.29350
H -1.16979 1.02638 -8.85073
H -2.43557 0.52785 -7.70294
C -1.35456 3.23263 -7.12082
H -0.89765 4.03599 -6.52542
H -2.44009 3.23736 -6.93559
H -1.14852 3.41550 -8.18950
C 1.02673 1.90689 -7.31178
H 0.95128 1.94986 -8.40790
H 1.70019 1.09686 -7.00686
H 1.41650 2.86045 -6.93006
C -2.40201 -2.08198 -5.82069
H -2.51011 -2.47280 -4.79745
H -2.72198 -2.85826 -6.53373
H -3.03052 -1.18209 -5.92274
C 0.30924 -3.13566 -6.10540
H 1.31837 -2.93399 -6.49790
H -0.16285 -3.94160 -6.69252
H 0.41958 -3.48793 -5.06738
F -2.56237 -4.03787 4.30994
C -2.99288 -3.05186 3.48460
F -4.33489 -2.93246 3.62549
F -2.41849 -1.89153 3.90811
S -2.52066 -3.35758 1.70671
O -1.05491 -3.41786 1.77949
O -3.19154 -4.61326 1.41092
O -3.03072 -2.18770 0.98386
*
```